Record 1
79
Properties=species:S:1:pos:R:3:forces:R:3:lowdin_charge:R:1 method="wB97M-V/def2-TZVPD" de_lowest_kj_mol=739.4 mol_weight_g_mol=673.14 charge=+1 gap_ev="5.2 / 4.8"
Y -2.1571 -0.4608 -1.0277 -0.8 4.1 8.6 0.67
C -0.1081 1.1701 0.2833 -0.3 0.6 -1.6 -0.28
C -0.4508 2.2500 -0.5922 1.3 -2.0 0.7 -0.21
C -2.0746 2.1376 1.0324 0.4 1.1 -1.6 -0.22
C -1.0970 1.1347 1.3150 -0.1 0.2 -0.3 -0.21
C -1.6342 2.8703 -0.1039 -2.0 -0.7 2.1 -0.20
C 1.1344 0.3493 0.2537 0.6 -0.2 0.1 -0.05
H 0.9316 -0.7239 0.3974 0.1 0.2 0.0 0.07
H 1.8309 0.6442 1.0574 -0.2 -0.1 -0.2 0.10
H 1.6717 0.4591 -0.6967 -0.1 -0.1 0.2 0.07
C -1.0637 0.2714 2.5114 0.3 -0.1 0.4 0.00
H -0.0339 -0.0075 2.7707 -0.2 0.1 -0.1 0.10
H -1.6265 -0.6609 2.3741 0.0 0.0 0.0 0.07
H -1.5181 0.7792 3.3710 0.1 -0.2 -0.2 0.10
C -3.3393 2.3275 1.7689 -0.5 0.1 0.4 -0.03
H -3.1920 2.1673 2.8430 -0.1 0.1 -0.1 0.08
H -4.0969 1.5983 1.4455 0.1 0.2 0.0 0.06
H -3.7536 3.3297 1.6089 0.1 -0.2 0.1 0.09
C -2.2812 4.0745 -0.6793 0.0 0.5 0.0 -0.02
H -1.5197 4.7695 -1.0593 -0.2 -0.1 0.1 0.09
H -2.8600 4.6022 0.0898 0.1 -0.1 -0.2 0.09
H -2.9662 3.8562 -1.5112 0.2 -0.1 0.2 0.08
C 0.2925 2.6915 -1.7880 0.5 0.2 -0.2 -0.02
H 0.4558 3.7772 -1.7476 0.0 -0.2 -0.1 0.10
H -0.2584 2.4697 -2.7134 0.0 0.2 0.1 0.07
H 1.2692 2.2028 -1.8437 -0.1 0.1 -0.1 0.08
C 4.3971 -4.4107 -3.4887 0.4 -0.3 -0.5 -0.11
C 3.8695 -4.6551 -4.6911 0.2 0.0 0.2 -0.11
C 2.4246 -4.8888 -5.0193 -0.4 0.2 0.1 -0.17
C 1.3444 -4.3819 -4.0243 -0.5 -0.5 0.1 -0.20
C 1.3231 -2.9064 -3.7443 0.5 0.4 -0.1 -0.13
C 2.1474 -2.2836 -2.8888 -0.7 -0.4 -0.5 -0.11
C 2.9638 -2.9845 -1.8571 1.1 -0.2 0.5 -0.19
C 3.6790 -4.3400 -2.1707 0.0 0.3 0.5 -0.19
H 2.2794 -5.9775 -5.1176 0.0 0.2 -0.1 0.12
H 1.4182 -4.9377 -3.0799 -0.2 0.1 -0.4 0.10
H 2.2056 -4.4578 -6.0091 0.1 -0.1 0.2 0.11
H 2.9833 -5.1843 -2.0418 0.4 0.3 0.0 0.10
H 5.4890 -4.3494 -3.3990 -0.4 0.1 -0.3 0.11
H 4.5302 -4.8036 -5.5542 -0.1 0.2 0.4 0.11
H 4.4645 -4.4345 -1.3963 -0.6 -0.1 -0.2 0.11
H 3.7498 -2.2852 -1.5481 -0.1 -0.1 0.0 0.11
H 2.2558 -1.1941 -2.8996 -0.5 -0.2 0.1 0.10
H 2.3612 -3.1566 -0.9493 0.0 0.2 -0.2 0.11
H 0.3738 -4.6491 -4.4752 0.4 -0.1 0.2 0.08
H 0.6007 -2.3372 -4.3377 0.6 0.1 -0.1 0.06
P -2.1968 -2.1667 -2.6425 -0.3 -3.5 -2.6 0.64
C -1.6283 -3.1017 -0.9171 0.5 -0.3 0.6 -0.25
C -1.9895 -3.5819 -3.7498 -0.1 -0.7 -0.6 -0.22
P -1.7443 -0.1242 -3.3061 -0.3 0.0 -4.5 0.78
C -3.3013 -1.0979 -3.7124 0.2 0.4 -0.6 -0.42
C -0.7600 0.1188 -4.7940 0.5 -0.1 -0.5 -0.27
C -3.7863 1.1994 -1.6859 0.2 0.1 0.2 -0.34
H -2.1156 -2.6757 -0.0150 0.2 -0.2 -0.4 -0.08
H -0.5364 -3.1617 -0.7837 -0.2 0.0 -0.3 0.04
H -2.0438 -4.1116 -1.0335 0.0 0.4 0.0 0.05
H -1.8182 -4.5014 -3.1754 0.1 0.3 -0.2 0.06
H -1.1777 -3.4650 -4.4775 -0.3 0.1 0.3 0.03
H -2.9289 -3.7115 -4.3107 0.3 0.1 0.3 0.07
H -4.6700 0.8387 -2.2233 0.1 0.1 0.1 -0.03
H -3.3584 2.0417 -2.2496 -0.2 -0.1 -0.1 -0.04
H -4.1504 1.6110 -0.7304 0.1 -0.1 -0.3 -0.03
H -4.2840 -0.7749 -3.3620 0.5 0.1 0.1 0.03
H -3.3450 -1.4783 -4.7392 0.1 0.1 0.1 0.06
H -0.6590 1.2055 -4.9573 -0.1 -0.4 0.0 0.05
H -1.2173 -0.3441 -5.6822 0.3 0.2 0.3 0.06
H 0.2413 -0.3043 -4.5997 -0.3 0.3 -0.3 0.03
Te -4.6420 -1.5066 0.2170 -0.6 0.0 -0.2 0.87
C -3.9749 -1.7461 2.2041 -0.1 -0.5 0.4 -0.68
C -4.4366 -0.8233 3.1634 0.7 -0.5 -0.1 -0.18
C -3.9179 -0.8733 4.4604 0.0 -0.3 -0.1 -0.09
C -2.9860 -1.8614 4.8127 0.0 0.1 -0.2 -0.09
C -2.5980 -2.8305 3.8770 -0.1 0.1 0.1 -0.09
C -3.1238 -2.8067 2.5802 -0.1 0.8 0.3 -0.18
H -5.1767 -0.0835 2.8645 0.2 -0.1 0.2 0.09
H -4.2474 -0.1432 5.2028 0.1 -0.2 -0.2 0.11
H -2.5827 -1.8863 5.8296 -0.1 0.0 -0.4 0.11
H -1.8847 -3.6089 4.1619 -0.3 0.2 -0.1 0.11
H -2.8850 -3.5839 1.8558 0.1 0.1 0.2 0.08



Record 2
95
Properties=species:S:1:pos:R:3:forces:R:3:lowdin_charge:R:1 method="wB97M-V/def2-TZVPD" mol_weight_g_mol=799.47 smiles="C#CC1=C(C[C@H](C)Cl)C(=O)OC1=O.O=S1(=O)CCCC1.O=S1(=O)CCCC1.O=S1(=O)CCCC1.O=S1(=O)CCCC1.O=S1(=O)CCCC1" gap_ev=8.5
C -3.0510 5.2903 0.9607 -0.1 -0.1 -0.1 0.18
C -3.4954 4.2019 1.1961 0.3 0.1 0.1 -0.05
C -3.8914 2.9196 1.6414 -0.3 0.0 0.2 -0.08
C -4.7288 2.5965 2.6384 0.1 -0.1 -0.2 -0.08
C -5.5757 3.4085 3.5485 0.2 0.4 0.0 -0.14
C -6.8801 3.9430 2.9319 -0.3 -0.4 0.2 -0.70
C -7.5765 2.9774 1.9799 -0.2 0.2 -0.2 -0.10
Cl -6.6333 5.5406 2.1523 0.2 0.0 -0.1 0.62
C -4.7169 1.1121 2.7442 -0.4 0.1 0.0 -0.38
O -5.3232 0.4248 3.5032 0.2 -0.1 0.0 0.18
O -3.8822 0.5986 1.7771 0.0 -0.1 0.0 0.14
C -3.3614 1.6531 1.0548 0.2 0.1 -0.1 -0.37
O -2.6258 1.4965 0.1379 0.0 -0.1 0.0 0.19
H -2.6761 6.2626 0.7441 0.0 0.0 0.0 0.05
H -4.9811 4.2523 3.9052 -0.1 0.0 0.1 0.12
H -5.8505 2.7976 4.4084 0.1 -0.1 0.0 0.13
H -7.5523 4.1431 3.7632 0.0 0.2 0.0 0.10
H -6.8824 2.4259 1.3467 0.0 0.0 0.0 0.08
H -8.2332 3.5377 1.3160 0.0 0.0 0.0 0.07
H -8.2051 2.2725 2.5242 0.2 -0.1 0.1 0.09
C -7.8337 -4.6738 2.6846 0.0 0.1 0.0 -0.21
C -6.9275 -3.8191 3.5811 0.0 0.0 0.0 -0.20
C -6.5619 -2.5591 2.7881 0.1 -0.2 0.3 -0.22
S -7.9215 -2.2662 1.6534 0.0 0.0 0.1 0.66
O -7.4388 -2.4282 0.3039 0.0 0.1 0.0 -0.32
O -8.6326 -1.0707 2.0343 0.0 0.1 -0.1 -0.33
C -8.8708 -3.7163 2.1032 0.0 -0.2 0.1 -0.23
H -8.3073 -5.4824 3.2391 0.0 0.0 0.0 0.12
H -7.2447 -5.1188 1.8800 0.0 0.0 0.0 0.12
H -7.4668 -3.5394 4.4885 0.0 0.0 0.0 0.12
H -6.0333 -4.3640 3.8825 0.0 0.0 0.0 0.11
H -6.4384 -1.6803 3.4134 0.0 0.1 -0.1 0.08
H -5.6724 -2.7096 2.1802 -0.1 0.0 -0.1 0.08
H -9.3774 -4.0922 1.2175 0.0 0.1 0.0 0.11
H -9.6001 -3.4077 2.8518 0.0 0.0 0.0 0.11
C -0.6551 -0.3027 -3.3375 0.1 0.0 0.0 -0.22
C -0.2611 0.5282 -2.1085 0.0 0.0 -0.1 -0.22
C 1.2125 0.9194 -2.2752 -0.2 0.0 0.2 -0.22
S 1.5103 0.9920 -4.0475 -0.1 0.1 0.0 0.66
O 2.4563 -0.0401 -4.4007 0.1 0.0 0.0 -0.33
O 1.7351 2.3537 -4.4548 0.1 0.0 -0.1 -0.32
C -0.1252 0.4626 -4.5459 -0.2 -0.1 0.0 -0.23
H -1.7328 -0.4453 -3.4000 0.0 0.0 0.0 0.12
H -0.1875 -1.2887 -3.2891 0.0 0.0 0.0 0.12
H -0.8799 1.4248 -2.0589 0.0 0.0 0.0 0.11
H -0.4169 -0.0214 -1.1820 0.0 0.0 0.0 0.11
H 1.4441 1.8929 -1.8507 0.1 0.0 -0.1 0.10
H 1.8850 0.1677 -1.8656 0.0 0.0 -0.1 0.10
H -0.0406 -0.1338 -5.4511 0.1 0.0 0.0 0.11
H -0.7096 1.3614 -4.7401 0.0 0.0 0.0 0.11
C -2.7653 -2.7089 2.3055 0.1 0.0 0.1 -0.22
C -1.4870 -3.0926 3.0631 0.0 -0.1 -0.1 -0.21
C -1.5070 -4.6160 3.2415 0.1 0.2 0.1 -0.22
S -2.4613 -5.2674 1.8605 0.1 0.1 -0.1 0.66
O -3.6697 -5.8608 2.3794 0.0 0.0 0.0 -0.33
O -1.6015 -6.0052 0.9731 -0.1 -0.1 0.0 -0.32
C -2.8754 -3.6835 1.1392 -0.1 0.2 0.0 -0.22
H -2.7417 -1.6773 1.9614 0.0 0.0 0.0 0.10
H -3.6296 -2.8242 2.9632 0.0 0.0 0.0 0.10
H -0.6138 -2.7970 2.4781 0.0 0.0 0.0 0.12
H -1.4212 -2.5897 4.0268 0.0 0.0 0.0 0.11
H -0.5170 -5.0638 3.2160 0.0 -0.1 0.0 0.10
H -2.0232 -4.9116 4.1528 0.0 0.0 0.0 0.10
H -3.8714 -3.7465 0.7047 0.0 -0.1 0.0 0.10
H -2.1418 -3.4704 0.3624 0.0 0.0 0.0 0.11
C 5.9493 -1.8491 -3.5473 0.0 0.1 0.0 -0.22
C 5.8322 -0.3878 -3.9987 0.0 0.0 0.0 -0.21
C 7.0027 0.3801 -3.3705 -0.2 0.0 -0.1 -0.22
S 8.3257 -0.8208 -3.1585 -0.1 0.1 -0.1 0.65
O 8.5767 -0.9907 -1.7471 0.1 0.0 0.0 -0.33
O 9.4113 -0.5185 -4.0585 0.1 0.0 0.1 -0.33
C 7.4101 -2.2371 -3.7558 -0.2 -0.1 0.0 -0.23
H 5.2819 -2.4988 -4.1110 0.0 0.0 0.0 0.12
H 5.6895 -1.9363 -2.4898 0.0 0.0 0.0 0.12
H 5.8979 -0.3379 -5.0869 0.0 0.0 0.0 0.12
H 4.8771 0.0471 -3.7151 0.0 0.0 0.0 0.09
H 7.3657 1.1869 -4.0024 0.1 0.0 0.0 0.10
H 6.7554 0.7677 -2.3836 0.1 0.0 0.0 0.10
H 7.7236 -3.1177 -3.1999 0.1 0.0 0.0 0.11
H 7.6475 -2.3538 -4.8128 0.0 0.0 0.0 0.11
C 9.8016 2.9537 0.1169 0.0 0.0 -0.1 -0.22
C 10.6398 2.7513 -1.1521 0.0 0.0 0.0 -0.21
C 9.8370 3.3256 -2.3249 0.2 -0.2 0.0 -0.21
S 8.8027 4.6251 -1.6381 0.1 0.0 0.1 0.66
O 7.4215 4.2298 -1.7659 -0.1 0.0 0.0 -0.33
O 9.2437 5.9123 -2.1100 -0.1 0.0 0.0 -0.33
C 9.3049 4.3953 0.0659 0.1 -0.1 0.2 -0.23
H 10.3805 2.7641 1.0195 0.0 0.0 0.0 0.11
H 8.9522 2.2672 0.1127 0.0 0.0 0.0 0.12
H 11.5863 3.2872 -1.0558 0.0 0.0 0.0 0.12
H 10.8705 1.7003 -1.3189 0.0 0.0 0.0 0.12
H 10.4685 3.7527 -3.0993 -0.1 0.1 0.0 0.11
H 9.1710 2.5814 -2.7574 0.0 0.0 0.0 0.08
H 8.4535 4.5967 0.7117 0.0 0.1 -0.1 0.11
H 10.1062 5.1059 0.2667 0.0 0.0 0.0 0.11



Record 3
91
Properties=species:S:1:pos:R:3:forces:R:3:lowdin_charge:R:1 method="wB97M-V/def2-TZVPD" de_lowest_kj_mol=149.4 mol_weight_g_mol=874.33 charge=-2 gap_ev=3.5
Cs -0.0418 -0.3695 0.6519 2.1 -2.1 -2.7 1.27
O -1.8261 0.6280 4.1274 0.1 0.0 -0.1 -0.02
C -0.7937 0.8313 3.4704 0.2 -0.2 0.2 -0.70
O 0.0774 -0.0174 3.0964 -0.4 0.6 1.9 -0.36
C -0.5002 2.3063 3.1187 -0.1 0.2 -0.1 -0.11
C 0.8679 2.5652 2.4743 -0.1 0.0 -0.2 -0.27
C 1.2693 4.0322 2.6630 -0.1 0.1 0.0 -0.11
C 0.2949 4.7390 1.6794 0.0 0.0 0.1 -0.10
C -0.4490 3.5417 1.0764 0.1 -0.3 0.1 -0.25
O 0.5803 2.5302 1.0499 -0.1 0.3 0.3 -0.15
C -1.4710 2.9699 2.0852 0.2 0.0 0.1 -0.10
C -2.4522 2.0705 1.3219 0.1 -0.4 -0.2 -0.64
O -3.5051 2.6036 0.9312 0.0 0.0 0.0 -0.03
O -2.0452 0.8922 1.0494 -2.2 2.0 0.6 -0.49
H -0.5786 2.8319 4.0736 0.0 0.1 0.0 0.14
H 1.6211 1.8203 2.7168 0.0 0.0 -0.1 0.13
H 2.3093 4.1909 2.3739 0.0 0.0 0.0 0.10
H 1.1459 4.3559 3.6984 0.0 0.0 0.0 0.11
H 0.8401 5.2778 0.9035 0.0 0.0 0.0 0.10
H -0.3895 5.4363 2.1655 0.0 0.0 0.0 0.11
H -0.8455 3.6989 0.0764 0.0 0.0 -0.1 0.15
H -2.0604 3.7748 2.5202 0.0 0.0 0.1 0.14
O -1.4774 -0.2858 -4.7983 -0.1 0.2 0.1 0.10
C -1.1375 0.3442 -3.6639 0.2 -0.6 0.1 -0.49
O -0.0154 0.7152 -3.4431 0.0 0.2 -0.1 0.10
C -2.2768 0.4887 -2.6563 -0.3 0.1 -0.1 -0.25
N -3.5732 0.1396 -3.2772 0.0 0.1 -0.2 -0.02
C -4.3648 1.3838 -3.4479 0.1 -0.1 0.1 -0.19
C -3.3562 2.5168 -3.2495 0.0 0.1 0.1 -0.16
C -2.4132 1.9369 -2.1949 -0.1 0.0 0.1 -0.12
H -2.1291 -0.2020 -1.8283 0.4 0.0 0.1 0.08
H -4.0532 -0.5227 -2.6842 0.0 0.0 0.0 0.10
H -2.4310 -0.4941 -4.6697 0.0 0.0 -0.1 0.09
H -5.1471 1.4399 -2.6859 0.0 0.0 0.0 0.11
H -4.8440 1.4134 -4.4276 0.0 0.0 -0.1 0.10
H -3.8421 3.4375 -2.9231 0.0 0.0 0.0 0.11
H -2.8248 2.7277 -4.1834 0.0 -0.1 0.0 0.11
H -2.8941 1.9641 -1.2147 0.0 0.0 0.0 0.10
H -1.4432 2.4286 -2.1319 0.0 0.0 0.0 0.12
C 5.8213 -1.6937 -1.6098 0.1 0.0 -0.2 -0.09
C 5.2007 -2.2045 -0.3283 0.0 0.0 0.1 -0.33
O 4.8685 -1.1153 0.5442 0.2 -0.3 0.0 -0.31
P 3.2696 -0.6986 0.4855 0.2 0.3 0.1 0.81
O 3.2089 0.0800 1.9243 0.0 -0.2 -0.1 -0.35
C 3.0971 -0.7205 3.1235 0.0 0.0 -0.3 -0.29
C 4.2151 -0.3439 4.0633 0.1 0.0 0.1 -0.08
O 3.2909 0.6170 -0.4624 0.0 0.0 0.1 -0.32
C 3.9502 1.8439 -0.1167 -0.2 -0.2 0.0 -0.28
C 4.5802 2.4058 -1.3675 0.1 0.1 -0.1 -0.08
H 6.1133 -2.5287 -2.2532 0.0 0.0 0.0 0.07
H 6.7079 -1.0913 -1.3971 0.0 0.0 0.0 0.07
H 5.1105 -1.0735 -2.1594 0.0 0.0 0.0 0.07
H 5.8888 -2.8567 0.2103 0.1 0.0 0.1 0.11
H 4.3064 -2.7975 -0.5476 0.0 0.0 0.0 0.08
H 3.1469 -1.7856 2.8707 0.0 0.0 0.0 0.11
H 2.1113 -0.5226 3.5415 0.0 0.0 0.0 0.09
H 5.1916 -0.5524 3.6211 0.0 0.0 0.0 0.07
H 4.1237 -0.9077 4.9960 0.0 0.0 0.0 0.07
H 4.1660 0.7208 4.3044 0.0 0.0 0.0 0.07
H 4.6931 1.6595 0.6608 0.1 0.0 0.0 0.11
H 3.1914 2.5166 0.2880 0.0 0.0 0.0 0.11
H 5.3931 1.7658 -1.7178 0.0 0.0 0.0 0.07
H 4.9833 3.4040 -1.1709 0.0 0.0 0.0 0.07
H 3.8389 2.4853 -2.1643 0.0 0.0 0.0 0.08
C -4.6310 -3.3469 0.0882 -0.1 -0.2 0.1 -0.37
Sb -3.4236 -1.6074 0.5514 -0.2 0.0 -0.3 1.27
C -3.0849 -2.1608 2.5945 0.1 0.1 0.0 -0.30
C -5.1634 -0.4078 0.9320 0.0 0.0 0.0 -0.32
H -5.4075 -3.4877 0.8452 0.0 0.0 0.0 -0.01
H -4.0035 -4.2404 0.0380 0.0 0.0 0.0 -0.02
H -5.0994 -3.2084 -0.8899 0.0 0.0 0.0 -0.02
H -4.0334 -2.5169 3.0031 0.0 0.0 0.0 0.00
H -2.7162 -1.3002 3.1630 -0.1 0.0 -0.1 -0.01
H -2.3386 -2.9560 2.6494 0.0 0.0 0.0 0.00
H -5.7252 -0.8657 1.7505 0.0 0.1 0.0 -0.01
H -5.7939 -0.3833 0.0381 0.0 0.0 0.0 -0.01
H -4.8630 0.6120 1.1779 0.0 -0.1 0.0 -0.02
F -1.0144 -3.4639 -4.8469 0.0 0.0 -0.1 -0.03
C -0.5230 -3.5353 -3.5582 0.0 0.0 0.0 -0.34
C 0.7835 -3.1780 -3.2952 0.3 0.1 0.3 -0.06
C 1.2872 -3.2610 -2.0014 -0.1 0.0 -0.2 -0.08
C 0.5051 -3.7244 -0.8878 0.1 0.1 0.4 -0.42
C 0.9924 -3.8130 0.4247 -0.1 -0.1 -0.5 -0.14
C -0.8547 -4.0316 -1.2348 -0.1 0.0 -0.1 -0.11
C -1.3471 -3.9455 -2.5280 -0.1 -0.1 0.3 -0.07
H 1.4036 -2.8079 -4.1051 0.0 0.0 0.0 0.10
H 2.3101 -2.9481 -1.8175 0.0 0.0 0.0 0.07
H 2.0126 -3.5337 0.6581 0.0 0.0 0.0 -0.03
H 0.3450 -4.0999 1.2460 0.0 0.0 0.0 0.00
H -1.5258 -4.3445 -0.4407 0.0 0.0 0.0 0.08
H -2.3839 -4.1914 -2.7372 0.0 0.0 0.0 0.10